Entry 1:
{"formula": "C4H4Cl4O", "method": "ωB97M-V/def2-TZVPD", "elements": ["O", "C", "C", "C", "Cl", "Cl", "C", "Cl", "Cl", "H", "H", "H", "H"], "positions_angstrom": [[1.19, -0.46, 1.69], [0.79, -0.49, 0.40], [-0.62, -0.93, 0.11], [-0.95, 0.27, -0.82], [-2.42, 1.12, -0.47], [-0.87, -0.07, -2.58], [0.51, 0.87, -0.36], [0.41, 2.27, 0.76], [1.60, 1.23, -1.66], [0.75, 0.11, 2.24], [1.68, -1.14, -0.10], [-0.80, -1.99, -0.29], [-1.27, -0.78, 1.10]], "mulliken_charge": [-0.48, -0.28, -0.67, 0.43, -0.13, -0.18, 0.45, -0.17, -0.12, 0.33, 0.33, 0.25, 0.24], "homo_ev": -10.64, "orbital_gap_ev": 11.219, "energy_ev": -56348.742, "smiles": "O[C@H]1CC(Cl)(Cl)C1(Cl)Cl", "total_charge": 0, "max_force_ev_per_a": 3.49}

=====

Entry 2:
{"formula": "CH2NO2P", "method": "ωB97M-V/def2-TZVPD", "elements": ["C", "N", "O", "O", "P", "H", "H"], "positions_angstrom": [[-0.26, -0.19, -0.37], [0.29, -1.42, -0.63], [-0.92, 0.41, -1.28], [-1.92, -1.39, -1.75], [-0.88, -2.33, -1.32], [-0.65, 0.03, 0.74], [0.81, 0.12, -0.10]], "lowdin_spin": [0.21, 0.32, 0.82, 0.30, 0.12, 0.11, 0.12], "homo_ev": [-9.37, -10.19], "orbital_gap_ev": [9.298, 7.136], "energy_ev": -15937.901, "spin_multiplicity": 3, "total_charge": 0, "max_force_ev_per_a": 3.84}

=====

Entry 3:
{"formula": "C9H24As5F30N3O3", "method": "ωB97M-V/def2-TZVPD", "elements": ["C", "C", "O", "N", "H", "H", "C", "H", "H", "H", "H", "H", "H", "C", "C", "O", "N", "H", "H", "C", "H", "H", "H", "H", "H", "H", "C", "C", "O", "N", "H", "H", "C", "H", "H", "H", "H", "H", "H", "As", "F", "F", "F", "F", "F", "F", "As", "F", "F", "F", "F", "F", "F", "As", "F", "F", "F", "F", "F", "F", "As", "F", "F", "F", "F", "F", "F", "As", "F", "F", "F", "F", "F", "F"], "positions_angstrom": [[-1.86, 1.09, 1.67], [-2.97, 0.69, 2.73], [-4.01, 0.13, 2.32], [-2.76, 0.84, 4.23], [-2.81, -0.06, 4.69], [-1.85, 1.26, 4.39], [-3.75, 1.79, 4.90], [-2.18, 1.50, 0.71], [-1.42, 0.13, 1.41], [-1.21, 1.78, 2.22], [-3.84, 2.77, 4.43], [-3.14, 2.01, 5.78], [-4.67, 1.20, 5.03], [-4.85, -0.72, 0.08], [-3.46, -0.19, -0.24], [-2.46, -0.56, 0.38], [-3.33, 0.78, -1.40], [-4.15, 0.78, -1.98], [-3.19, 1.69, -0.99], [-2.10, 0.57, -2.35], [-5.01, -1.32, 0.98], [-5.37, -1.18, -0.76], [-5.48, 0.12, 0.37], [-2.09, -0.51, -2.49], [-1.09, 0.81, -2.00], [-2.36, 1.03, -3.30], [0.92, 0.86, 1.20], [0.82, 0.83, -0.31], [-0.06, 1.47, -0.93], [1.74, 0.10, -1.32], [2.21, 0.78, -1.90], [2.55, -0.36, -0.94], [1.06, -0.97, -2.18], [1.62, 1.63, 1.53], [1.26, -0.14, 1.46], [-0.11, 0.96, 1.57], [1.76, -1.56, -2.77], [0.22, -0.44, -2.63], [0.63, -1.59, -1.40], [3.91, 1.77, 0.59], [4.57, 2.57, 2.03], [2.41, 2.85, 0.70], [3.09, 1.13, -0.91], [5.46, 0.86, 0.47], [3.23, 0.50, 1.55], [4.69, 2.97, -0.51], [2.71, 0.55, -4.66], [4.03, 1.85, -4.85], [1.50, 1.80, -4.99], [1.45, -0.68, -4.52], [3.98, -0.64, -4.32], [2.71, 1.04, -2.93], [2.83, 0.16, -6.41], [-0.99, -2.67, -2.50], [0.38, -3.15, -1.46], [-2.04, -3.89, -1.70], [-2.37, -2.19, -3.52], [0.12, -1.60, -3.44], [-0.67, -3.89, -3.72], [-1.43, -1.46, -1.25], [3.39, -2.33, -0.27], [4.71, -1.69, 0.72], [1.98, -1.64, 0.58], [2.23, -3.21, -1.28], [4.70, -3.20, -1.24], [3.30, -3.63, 0.98], [3.48, -0.92, -1.42], [0.50, 0.10, 3.74], [0.34, 1.85, 3.23], [1.54, 0.58, 5.11], [0.69, -1.63, 4.20], [-0.53, -0.32, 2.39], [1.92, 0.01, 2.69], [-1.00, 0.19, 4.74]], "mulliken_charge": [-1.12, -0.18, -0.57, 0.08, 0.44, 0.41, -0.86, -0.15, 0.69, 1.29, 0.33, 0.38, 0.33, -1.82, 0.54, -0.22, 0.17, 0.47, 0.49, -0.56, 0.40, 0.47, 0.45, 0.20, 0.51, 0.36, -1.26, 0.02, -0.88, 0.97, 1.03, -0.01, -3.11, 0.83, 1.83, -1.50, 0.64, 1.14, 1.18, 1.96, -0.56, -0.52, -0.76, -0.51, -0.37, -0.52, 2.06, -0.55, -0.51, -0.43, -0.46, -0.54, -0.54, 1.88, -0.41, -0.57, -0.56, -0.54, -0.51, -0.41, 1.97, -0.45, -0.56, -0.45, -0.55, -0.56, -0.50, 1.91, -0.50, -0.49, -0.50, -0.34, -0.50, -0.54], "homo_ev": -3.35, "orbital_gap_ev": 5.525, "energy_ev": -406041.769, "total_charge": -2, "max_force_ev_per_a": 14.90}

=====

Entry 4:
{"formula": "C19H19OPSe2Sn", "method": "ωB97M-V/def2-TZVPD", "elements": ["Sn", "C", "C", "C", "C", "C", "C", "H", "H", "H", "H", "H", "H", "Se", "P", "Se", "C", "C", "C", "C", "C", "C", "C", "C", "C", "C", "C", "C", "H", "H", "H", "H", "H", "H", "H", "H", "H", "H", "C", "O", "H", "H", "H"], "positions_angstrom": [[0.62, 1.83, 4.14], [-0.04, -0.26, 6.35], [-1.23, -0.28, 5.64], [-1.27, -0.80, 4.35], [-0.10, -1.30, 3.77], [1.09, -1.29, 4.49], [1.12, -0.77, 5.78], [0.00, 0.19, 7.33], [-2.14, 0.11, 6.09], [-2.20, -0.85, 3.81], [-0.14, -1.75, 2.79], [1.99, -1.72, 4.06], [2.05, -0.76, 6.34], [-1.27, 0.10, 0.46], [-0.17, -0.29, -1.41], [1.00, -0.70, 0.39], [0.29, 1.14, -2.33], [1.64, 1.46, -2.47], [1.98, 2.56, -3.24], [0.99, 3.32, -3.85], [-0.35, 3.00, -3.69], [-0.71, 1.90, -2.93], [-0.70, -1.70, -2.32], [0.08, -2.85, -2.35], [-0.35, -3.93, -3.09], [-1.55, -3.87, -3.78], [-2.34, -2.72, -3.74], [-1.92, -1.62, -3.01], [2.41, 0.86, -2.00], [3.03, 2.82, -3.38], [1.27, 4.18, -4.45], [-1.11, 3.60, -4.17], [-1.76, 1.65, -2.81], [1.02, -2.90, -1.81], [0.25, -4.83, -3.13], [-1.88, -4.72, -4.37], [-3.28, -2.68, -4.28], [-2.53, -0.73, -2.98], [1.26, 2.95, 1.10], [0.98, 2.46, 2.41], [0.37, 2.83, 0.48], [2.08, 2.38, 0.67], [1.52, 4.00, 1.15]], "mulliken_charge": [1.02, -0.49, -0.46, -0.52, -0.50, -0.45, -0.48, 0.44, 0.40, 0.42, 0.93, 0.40, 0.40, -0.11, 0.09, -0.02, 1.07, -0.28, -0.75, -0.48, -0.73, -0.35, 1.29, -0.34, -0.72, -0.48, -0.73, -0.39, 0.45, 0.44, 0.42, 0.42, 0.34, 0.31, 0.42, 0.41, 0.42, 0.25, -0.53, -0.32, 0.16, 0.22, 0.39], "homo_ev": -14.91, "orbital_gap_ev": 7.806, "energy_ev": -167856.281, "total_charge": 2, "max_force_ev_per_a": 0.51}